# C37H53CuN4O2P

A molecular structure, C37H53CuN4O2P (ωB97M-V with the def2-TZVPD basis set, the Open Molecules 2025 dataset).

Values from the calculation:
Electronic energy ... -103212.5377 eV
M ... 680.377 g mol⁻¹
Net charge ... +1
Kohn-Sham gap ... 8.723 eV

Cartesian coordinates (Å):
Cu (1.049, -0.624, 0.637)
C (1.656, -2.095, -5.789)
C (2.109, -0.872, -5.041)
C (3.450, -0.511, -4.988)
C (3.870, 0.636, -4.329)
C (2.942, 1.431, -3.671)
N (3.307, 2.617, -2.980)
C (4.469, 2.877, -2.300)
O (4.892, 3.999, -2.133)
N (5.150, 1.775, -1.778)
C (4.611, 0.598, -1.251)
C (5.425, -0.526, -1.149)
C (4.905, -1.696, -0.630)
C (3.588, -1.720, -0.220)
N (2.799, -0.640, -0.293)
C (3.296, 0.491, -0.801)
C (1.597, 1.082, -3.711)
C (1.189, -0.046, -4.401)
H (2.496, -2.743, -6.032)
H (1.166, -1.821, -6.725)
H (0.940, -2.672, -5.202)
H (4.187, -1.125, -5.493)
H (4.916, 0.910, -4.336)
H (2.835, 3.467, -3.252)
H (6.064, 2.038, -1.441)
H (6.450, -0.481, -1.495)
H (5.513, -2.587, -0.555)
H (3.135, -2.619, 0.178)
H (2.625, 1.338, -0.856)
H (0.871, 1.705, -3.200)
H (0.135, -0.295, -4.435)
O (-0.832, -0.302, 0.398)
P (-1.878, 0.695, 0.868)
C (-1.056, 2.099, 1.704)
C (-2.018, 3.233, 2.115)
C (-2.088, 4.383, 1.113)
C (-0.702, 4.932, 0.803)
C (0.156, 3.839, 0.177)
C (0.264, 2.624, 1.096)
C (-3.033, -0.038, 2.108)
C (-3.194, -1.561, 1.832)
C (-3.484, -2.337, 3.112)
C (-2.300, -2.251, 4.081)
C (-1.633, -0.864, 4.019)
C (-2.646, 0.190, 3.582)
C (-2.941, 1.262, -0.501)
C (-4.010, 0.243, -0.936)
C (-3.450, -0.969, -1.690)
C (-2.299, -0.578, -2.631)
C (-2.392, 0.902, -2.981)
C (-2.117, 1.738, -1.730)
H (-0.750, 1.579, 2.619)
H (-1.671, 3.637, 3.071)
H (-3.022, 2.841, 2.305)
H (-2.733, 5.163, 1.520)
H (-2.554, 4.056, 0.178)
H (-0.234, 5.295, 1.725)
H (-0.773, 5.787, 0.130)
H (1.163, 4.207, -0.031)
H (-0.279, 3.565, -0.785)
H (0.897, 2.911, 1.942)
H (0.790, 1.804, 0.594)
H (-3.992, 0.460, 1.929)
H (-2.276, -1.953, 1.385)
H (-3.990, -1.727, 1.108)
H (-3.695, -3.379, 2.865)
H (-4.392, -1.948, 3.581)
H (-1.566, -3.019, 3.835)
H (-2.643, -2.458, 5.096)
H (-0.824, -0.883, 3.277)
H (-1.188, -0.605, 4.980)
H (-2.287, 1.202, 3.761)
H (-3.550, 0.093, 4.187)
H (-3.473, 2.114, -0.065)
H (-4.701, 0.782, -1.587)
H (-4.612, -0.075, -0.085)
H (-4.267, -1.407, -2.266)
H (-3.116, -1.738, -0.992)
H (-2.316, -1.201, -3.526)
H (-1.340, -0.753, -2.136)
H (-3.377, 1.138, -3.394)
H (-1.674, 1.171, -3.755)
H (-2.334, 2.791, -1.922)
H (-1.047, 1.667, -1.516)
N (1.702, -1.443, 2.599)
C (1.163, -2.765, 2.865)
C (0.546, -3.464, 1.838)
C (0.014, -4.724, 2.075)
C (0.093, -5.285, 3.341)
C (0.709, -4.584, 4.369)
C (1.246, -3.328, 4.133)
H (1.484, -0.830, 3.379)
H (2.716, -1.482, 2.557)
H (0.463, -3.015, 0.853)
H (-0.468, -5.264, 1.270)
H (-0.326, -6.264, 3.529)
H (0.772, -5.017, 5.358)
H (1.729, -2.782, 4.935)

Atomic forces in eV per Å
0.05 -0.06 0.07
-0.01 -0.03 0.00
0.00 0.02 0.01
0.03 -0.01 -0.01
0.00 0.01 0.02
-0.07 -0.01 -0.09
0.00 0.06 0.00
-0.09 -0.02 0.18
0.04 -0.01 -0.07
0.01 0.12 0.00
0.02 -0.14 -0.03
-0.01 -0.01 0.00
0.03 -0.01 -0.01
-0.10 0.00 0.01
0.17 0.10 -0.08
0.10 -0.02 -0.03
0.00 -0.01 0.02
0.00 -0.02 0.01
0.00 0.00 0.00
0.00 0.01 0.00
0.00 0.01 -0.01
-0.01 -0.01 0.00
0.00 0.02 0.02
0.03 0.00 -0.02
-0.01 -0.01 -0.02
0.00 0.02 0.00
-0.01 0.00 0.00
0.02 -0.02 0.03
0.03 0.01 0.01
-0.01 0.01 0.00
-0.04 -0.02 0.01
-0.26 0.09 0.02
-0.04 -0.04 -0.06
0.03 0.06 -0.03
-0.03 -0.01 0.01
-0.03 0.01 0.02
0.00 0.01 -0.02
-0.01 -0.02 0.00
-0.01 -0.04 0.04
0.01 -0.02 0.01
0.01 0.04 -0.07
-0.01 0.00 0.02
0.01 0.06 0.02
0.00 -0.03 -0.09
0.00 -0.02 0.03
0.03 -0.05 -0.02
0.01 -0.03 0.06
-0.05 -0.01 -0.02
0.01 0.00 0.00
0.05 0.02 -0.01
0.00 0.07 0.04
0.00 0.00 -0.03
0.01 0.01 0.00
0.01 -0.01 0.01
0.01 0.00 0.00
0.00 -0.02 -0.01
0.00 -0.02 0.00
0.00 0.00 0.00
0.00 0.01 0.01
-0.04 -0.06 -0.05
0.01 0.00 -0.01
-0.01 0.01 -0.02
0.01 0.02 -0.01
0.00 0.00 0.01
0.00 0.01 -0.02
0.01 0.00 0.00
0.00 0.01 -0.01
0.00 -0.01 -0.01
0.01 0.02 0.00
-0.01 0.00 0.07
0.02 0.00 0.03
-0.02 -0.04 0.02
0.00 0.00 0.01
0.00 0.02 0.02
0.02 0.01 -0.01
-0.02 -0.02 0.00
0.00 -0.02 0.02
0.03 0.02 0.02
-0.01 0.02 -0.01
0.00 -0.01 0.00
0.00 -0.02 0.01
0.07 0.02 -0.03
0.03 0.00 -0.01
0.03 -0.01 0.01
-0.07 0.00 -0.06
0.03 -0.01 0.02
-0.02 0.03 0.01
0.00 -0.01 0.01
0.01 -0.02 -0.01
0.01 0.00 0.02
-0.01 -0.01 0.00
-0.01 0.01 -0.01
0.01 -0.03 -0.03
0.00 0.01 0.00
0.00 0.00 0.00
0.00 0.00 -0.01
0.00 0.00 0.00
0.00 0.00 -0.01

***

# C37H53IrN8SeSi

A molecular structure, C37H53IrN8SeSi at a distorted geometry (ωB97M-V with the def2-TZVPD basis set, the Open Molecules 2025 dataset).

Values from the calculation:
Electronic energy ... -127207.6277 eV
Expectation value of S² ... 0.7855
Multiplicity ... 2
M ... 909.150 g mol⁻¹
Net charge ... +1
Kohn-Sham gap (spin up / spin down) ... 5.410 / 5.292 eV

Cartesian coordinates (Å):
Ir (-1.108, 0.138, -0.786)
C (1.767, -3.646, -3.506)
C (1.502, -3.766, -2.000)
C (2.487, -4.742, -1.352)
C (0.039, -4.122, -1.787)
C (-0.352, -5.423, -2.105)
C (-1.677, -5.769, -2.241)
C (-2.611, -4.751, -2.188)
C (-2.264, -3.443, -1.869)
C (-3.347, -2.401, -1.999)
C (-3.003, -1.462, -3.164)
C (-3.684, -1.701, -0.680)
C (-0.930, -3.139, -1.492)
N (-0.598, -1.945, -0.776)
C (0.516, -1.873, 0.136)
C (1.880, 0.263, 0.890)
N (2.068, 1.485, 0.731)
C (2.560, 2.392, 1.730)
C (3.948, 2.576, 1.992)
C (4.309, 3.507, 2.964)
C (3.379, 4.276, 3.639)
C (2.048, 4.147, 3.305)
C (1.622, 3.227, 2.352)
C (0.148, 3.215, 1.967)
C (-0.755, 3.077, 3.198)
C (-0.184, 4.501, 1.198)
C (5.122, 1.920, 1.266)
C (5.082, 2.222, -0.236)
C (5.291, 0.426, 1.571)
H (2.807, -3.346, -3.691)
H (1.109, -2.896, -3.952)
H (1.590, -4.601, -4.006)
H (1.693, -2.790, -1.592)
H (2.535, -5.688, -1.897)
H (2.207, -4.960, -0.317)
H (3.498, -4.317, -1.351)
H (0.411, -6.172, -2.296)
H (-1.972, -6.788, -2.469)
H (-3.649, -4.975, -2.415)
H (-4.255, -2.919, -2.306)
H (-2.072, -0.937, -2.992)
H (-3.785, -0.710, -3.321)
H (-2.884, -2.039, -4.085)
H (-2.917, -0.958, -0.407)
H (-3.726, -2.408, 0.150)
H (-4.640, -1.184, -0.761)
H (1.037, -2.815, 0.268)
H (2.063, -0.249, 1.848)
H (5.365, 3.636, 3.183)
H (3.694, 4.983, 4.398)
H (1.321, 4.790, 3.792)
H (-0.035, 2.374, 1.302)
H (-0.618, 3.915, 3.885)
H (-0.536, 2.156, 3.747)
H (-1.811, 3.072, 2.903)
H (-0.077, 5.379, 1.844)
H (-1.213, 4.474, 0.822)
H (0.483, 4.622, 0.339)
H (6.014, 2.403, 1.659)
H (4.173, 1.842, -0.694)
H (5.946, 1.769, -0.739)
H (5.120, 3.301, -0.404)
H (4.494, -0.166, 1.148)
H (5.306, 0.257, 2.651)
H (6.237, 0.062, 1.154)
N (-2.486, 0.898, 2.315)
C (-1.584, -0.085, 2.425)
N (-1.391, -0.663, 3.598)
C (-0.503, -1.664, 3.619)
N (-0.250, -2.248, 4.787)
N (0.174, -2.142, 2.537)
C (-0.093, -1.501, 1.433)
N (-0.926, -0.466, 1.304)
C (1.534, -0.722, -0.291)
C (2.881, -1.247, -0.673)
C (3.459, -0.913, -1.855)
C (2.746, -0.128, -2.775)
C (1.418, 0.263, -2.472)
N (0.843, -0.026, -1.357)
H (-2.922, 1.256, 3.147)
H (-2.534, 1.414, 1.453)
H (-0.742, -1.952, 5.611)
H (0.399, -3.013, 4.825)
H (3.386, -1.875, 0.052)
H (4.448, -1.277, -2.106)
H (3.181, 0.152, -3.725)
H (0.827, 0.819, -3.191)
C (-4.766, 2.610, 0.699)
Si (-4.548, 2.581, -1.141)
C (-4.557, 4.261, -1.901)
C (-5.732, 1.363, -1.871)
Se (-2.323, 1.963, -1.635)
H (-5.746, 3.043, 0.942)
H (-4.002, 3.222, 1.193)
H (-4.738, 1.595, 1.109)
H (-5.547, 4.729, -1.830)
H (-4.270, 4.207, -2.955)
H (-3.831, 4.904, -1.393)
H (-6.730, 1.816, -1.957)
H (-5.818, 0.495, -1.216)
H (-5.428, 1.024, -2.865)

Atomic forces in eV per Å
-0.40 -2.44 0.36
0.14 0.10 0.07
-0.06 -0.48 -0.14
0.07 0.13 0.06
0.34 0.13 -0.11
0.27 -0.01 0.02
-0.08 -0.11 -0.10
-0.03 0.13 -0.08
-0.09 -0.06 0.33
0.14 0.23 0.10
-0.39 -0.06 -0.06
-0.11 -0.10 -0.24
-0.10 0.29 0.15
-0.05 0.68 -0.41
0.21 -0.51 -0.09
0.21 -0.41 0.34
0.39 0.41 -0.74
0.20 0.00 0.19
-0.14 -0.17 -0.04
-0.02 -0.01 0.04
0.03 -0.01 0.00
-0.10 0.10 0.07
-0.13 -0.14 -0.01
0.06 0.28 0.21
0.01 0.17 0.01
-0.05 -0.09 -0.14
-0.46 -0.24 -0.19
0.26 -0.05 0.07
0.31 0.24 0.10
-0.13 -0.08 0.00
0.00 -0.06 -0.03
0.02 0.05 -0.01
-0.05 0.17 0.01
-0.02 0.06 0.08
0.04 -0.02 -0.03
-0.11 -0.09 -0.04
-0.05 0.13 0.07
0.04 0.13 0.04
0.04 0.09 0.02
-0.07 -0.18 0.09
0.21 0.10 0.00
0.10 -0.07 0.03
-0.09 0.01 0.09
-0.12 0.14 0.16
-0.01 0.01 -0.04
0.06 0.10 0.08
0.09 -0.13 -0.01
0.01 -0.03 -0.10
-0.11 -0.02 -0.03
-0.01 -0.03 -0.07
0.04 -0.09 -0.07
-0.03 -0.13 -0.08
0.03 -0.04 -0.04
-0.06 0.10 0.00
0.32 0.19 0.10
0.00 -0.08 -0.08
0.08 0.01 0.06
-0.08 0.01 0.10
0.04 0.09 0.06
-0.12 -0.08 -0.08
-0.14 0.06 0.06
-0.02 -0.09 -0.01
-0.27 -0.17 -0.14
0.01 -0.02 -0.07
-0.14 0.04 0.06
0.10 -0.74 -0.13
-0.51 0.49 -0.26
0.17 -0.15 0.04
-0.08 0.05 -0.02
-0.01 0.00 -0.06
-0.09 0.15 0.17
-0.01 -0.25 0.38
0.40 0.49 -1.06
0.37 0.15 0.37
-0.10 0.07 -0.06
0.07 0.05 -0.13
0.00 0.01 0.06
0.11 0.32 -0.56
-0.78 0.58 1.56
0.03 -0.06 -0.01
-0.03 0.11 -0.06
-0.01 0.02 0.02
0.01 -0.04 0.00
-0.02 0.02 -0.01
-0.06 0.05 0.03
-0.12 0.02 0.07
0.01 -0.02 -0.04
0.06 0.09 0.33
0.15 -0.41 -0.07
-0.05 0.28 -0.13
-0.24 -0.03 -0.27
0.67 0.68 -0.05
0.16 -0.06 -0.05
-0.12 -0.04 -0.03
-0.06 0.13 -0.04
0.14 -0.08 -0.01
-0.08 0.03 0.09
-0.09 -0.04 -0.06
0.16 -0.07 0.01
-0.02 0.01 -0.07
-0.07 0.06 0.11

***

Q: What is the electronic energy in the first record?
A: -103212.5377 eV

***

Q: What is the electronic energy in the second record?
A: -127207.6277 eV